No. 1
C3HFO2Pd as an isolated structure at a distorted geometry, computed with ωB97M-V/def2-TZVPD.

Properties
**Frontier orbital gap (alpha / beta)**: 9.03 / 7.27 eV
**Energy above the lowest of the compared OMol25 structures with the same formula, charge and spin**: 20.2 kcal per mole
**Calculated total energy**: -492.1275 Eh

Structure (ORCA input):
```
! RIJCOSX wB97M-V def2-TZVPD def2/J DEFGRID3
* xyz 2 3
H -1.3386 -0.6682 1.3141
O 0.6419 -0.9846 0.4269
O 0.5123 1.0101 -0.2759
C -0.6994 -0.7189 0.3595
C -0.7701 0.5695 -0.0568
C 1.3320 0.0194 -0.0574
F -1.7006 1.2337 -0.6480
Pd 2.9424 0.0798 -0.2740
*
```

Here are the Mulliken charges for atoms 1 to 6, given in e: H 0.370; O -0.143; O -0.133; C 0.197; C 0.538; C 0.654



No. 2
C3HFeO3 as an isolated structure at a distorted geometry, computed with ωB97M-V/def2-TZVPD.

Properties
**Frontier orbital gap (alpha / beta)**: 8.15 / 6.42 eV
**Energy above the lowest of the compared OMol25 structures with the same formula, charge and spin**: 48.7 kcal per mole
**Calculated total energy**: -1604.1075 Eh

Structure (ORCA input):
```
! RIJCOSX wB97M-V def2-TZVPD def2/J DEFGRID3
* xyz 0 6
O 0.2540 -0.9961 -0.4963
C -1.1072 -0.8078 -0.3291
H -1.7645 -1.5176 -0.8234
C -1.5867 0.3053 0.2149
O -1.6615 1.4895 0.2959
C 0.9464 0.1681 -0.3510
O 1.8130 0.0479 0.5466
Fe 3.1066 1.3107 0.9424
*
```

Here are the Mulliken charges for atoms 1 to 6, given in e: O -0.151; C -0.207; H 0.350; C 0.432; O -0.367; C -0.166



No. 3
C3HI2NO2S as an isolated structure at a distorted geometry, computed with ωB97M-V/def2-TZVPD.

Properties
**Frontier orbital gap (alpha / beta)**: 5.26 / 7.99 eV
**Energy above the lowest of the compared OMol25 structures with the same formula, charge and spin**: 0.0 kcal per mole
**Calculated total energy**: -1313.6538 Eh

Structure (ORCA input):
```
! RIJCOSX wB97M-V def2-TZVPD def2/J DEFGRID3
* xyz 0 1
C -0.0513 1.1463 -0.4375
C 0.3551 0.6965 1.2914
C -0.6684 -1.1701 -0.1639
N -0.7212 0.0257 -0.8907
O -1.2429 -2.1342 -0.5529
O 0.3342 2.0775 -1.0900
S -0.0614 -0.9344 1.5628
I 1.2045 1.9276 2.7026
I 2.1815 -1.7030 -0.6886
H -1.3302 0.0681 -1.7333
*
```

Here are the Mulliken charges for atoms 1 to 6, given in e: C 0.382; C -0.083; C 0.148; N -0.042; O -0.483; O -0.468



No. 4
A single C3HIS3 molecule at a distorted geometry, computed with ωB97M-V/def2-TZVPD.

Properties
**Frontier orbital gap (alpha / beta)**: 7.96 / 5.62 eV
**Energy above the lowest of the compared OMol25 structures with the same formula, charge and spin**: 69.4 kcal per mole
**Calculated total energy**: -1607.0321 Eh

Structure (ORCA input):
```
! RIJCOSX wB97M-V def2-TZVPD def2/J DEFGRID3
* xyz 0 1
C 0.1880 0.7858 0.0005
C -1.1078 0.7838 -0.0064
C 1.1071 -0.3446 -0.0168
S 2.7417 -0.1317 -0.0332
S -1.3306 -2.3238 0.0065
S 0.6093 -2.0227 0.0329
I -2.9544 1.5313 0.0031
H 0.7466 1.7219 0.0135
*
```

Here are the Mulliken charges for atoms 1 to 6, given in e: C 0.291; C -0.851; C 0.285; S -0.216; S -0.171; S 0.073



No. 5
An isolated ion of composition C3HN2O4S and charge -1 at a distorted geometry, computed with ωB97M-V/def2-TZVPD.

Properties
**Frontier orbital gap**: 7.89 eV
**Energy above the lowest of the compared OMol25 structures with the same formula, charge and spin**: 0.0 kcal per mole
**Calculated total energy**: -923.5539 Eh
**SMILES**: N#C[C@@](O)(C([O-])=S)[N+](=O)[O-]

Structure (ORCA input):
```
! RIJCOSX wB97M-V def2-TZVPD def2/J DEFGRID3
* xyz -1 1
N 0.6096 0.2088 -2.7567
C 0.2809 0.2504 -1.6709
C -0.2509 0.2123 -0.2376
O -1.6225 0.4954 -0.2609
C 0.1085 -1.2238 0.4619
O -0.8701 -1.7319 1.0012
S 1.6402 -1.8554 0.5033
N 0.4923 1.1288 0.6860
O 1.6685 1.2185 0.4793
O -0.1382 1.6321 1.5857
H -1.9182 -0.3352 0.2087
*
```

Here are the Mulliken charges for atoms 1 to 6, given in e: N -0.483; C 0.039; C 0.696; O -0.581; C 0.173; O -0.639



No. 6
An isolated ion of composition C3HN2OS and charge +1 at a distorted geometry, computed with ωB97M-V/def2-TZVPD.

Properties
**Frontier orbital gap**: 7.51 eV
**Energy above the lowest of the compared OMol25 structures with the same formula, charge and spin**: 0.0 kcal per mole
**Calculated total energy**: -697.5002 Eh
**SMILES**: O=C=[N+]=C=NC=S

Structure (ORCA input):
```
! RIJCOSX wB97M-V def2-TZVPD def2/J DEFGRID3
* xyz 1 1
O 5.5857 -0.3281 -0.0397
C 4.4584 -0.2741 -0.0049
N 3.2497 -0.1516 0.0694
C 2.0225 -0.2822 0.0195
N 0.8567 -0.1963 0.0138
C -0.4122 -0.6034 0.0028
S -0.8220 -2.1763 -0.0007
H -1.1308 0.2114 -0.0049
*
```

Here are the Mulliken charges for atoms 1 to 6, given in e: O -0.157; C 0.600; N -0.169; C 0.468; N 0.073; C -0.102



No. 7
A 2-piece molecular cluster, C3HN3 overall at a distorted geometry, computed with ωB97M-V/def2-TZVPD.

Properties
**Frontier orbital gap (alpha / beta)**: 6.90 / 7.70 eV
**Energy above the lowest of the compared OMol25 structures with the same formula, charge and spin**: 30.5 kcal per mole
**Calculated total energy**: -278.9132 Eh

Structure (ORCA input):
```
! RIJCOSX wB97M-V def2-TZVPD def2/J DEFGRID3
* xyz 0 3
C -0.5657 -0.8809 -0.4476
C 0.5580 -0.5828 -1.2360
C -1.1381 -0.4087 0.5285
N 1.5112 0.0351 -1.4912
N 0.2656 1.0093 0.9518
N 1.1867 1.2545 0.4101
H -1.8177 -0.4265 1.2844
*
```

Here are the Mulliken charges for atoms 1 to 6, given in e: C -0.378; C 0.687; C -0.306; N -0.384; N 0.036; N -0.131



No. 8
A single C3HN3O molecule at a distorted geometry, computed with ωB97M-V/def2-TZVPD.

Properties
**Frontier orbital gap**: 10.54 eV
**Energy above the lowest of the compared OMol25 structures with the same formula, charge and spin**: 72.7 kcal per mole
**Calculated total energy**: -354.2512 Eh
**SMILES**: C#Cc1nnon1

Structure (ORCA input):
```
! RIJCOSX wB97M-V def2-TZVPD def2/J DEFGRID3
* xyz 0 1
C 0.2050 2.0455 1.1532
C -0.0709 1.0916 0.5074
C -0.0209 -0.1732 -0.2843
N 0.1069 -1.3826 0.4386
N 0.0962 -2.2784 -0.3709
O -0.1889 -1.7588 -1.6591
N -0.3152 -0.4223 -1.5654
H 0.1877 2.8782 1.7806
*
```

Here are the Mulliken charges for atoms 1 to 6, given in e: C 0.018; C -0.442; C 0.457; N -0.112; N -0.092; O -0.021



No. 9
A single C3HNO molecule at a distorted geometry, computed with ωB97M-V/def2-TZVPD.

Properties
**Frontier orbital gap (alpha / beta)**: 7.59 / 8.28 eV
**Energy above the lowest of the compared OMol25 structures with the same formula, charge and spin**: 107.7 kcal per mole
**Calculated total energy**: -244.5612 Eh

Structure (ORCA input):
```
! RIJCOSX wB97M-V def2-TZVPD def2/J DEFGRID3
* xyz 0 3
C -0.0397 0.6651 0.2275
C -0.3040 2.5310 0.1357
C -0.4858 -0.6363 0.1709
N 0.8502 -0.4411 0.0736
O -1.3154 -1.4561 0.1417
H 1.2948 -0.6625 -0.7495
*
```

So, what does the Mulliken scheme give us? The charges, in e, come out as: C -0.024; C -0.093; C 0.600; N -0.296; O -0.436; H 0.250



No. 10
A single C3HNO2 molecule at a distorted geometry, computed with ωB97M-V/def2-TZVPD.

Properties
**Frontier orbital gap**: 8.85 eV
**Energy above the lowest of the compared OMol25 structures with the same formula, charge and spin**: 25.2 kcal per mole
**Calculated total energy**: -320.0592 Eh
**SMILES**: N#CC(=O)C=O

Structure (ORCA input):
```
! RIJCOSX wB97M-V def2-TZVPD def2/J DEFGRID3
* xyz 0 1
N 1.3670 1.2793 -1.6046
C 0.5701 0.5865 -1.0115
C -0.5076 -0.1644 -0.4666
O -1.6937 -0.2149 -0.9079
C 0.0017 -0.4765 0.9498
O 0.8598 0.1801 1.5766
H -0.5973 -1.1901 1.4642
*
```

Here are the Mulliken charges for atoms 1 to 6, given in e: N -0.334; C 0.278; C 0.528; O -0.438; C -0.021; O -0.396



No. 11
A 2-piece molecular cluster, C3HNO3 overall at a distorted geometry, computed with ωB97M-V/def2-TZVPD.

Properties
**Frontier orbital gap**: 7.77 eV
**Energy above the lowest of the compared OMol25 structures with the same formula, charge and spin**: 43.9 kcal per mole
**Calculated total energy**: -395.3076 Eh

Structure (ORCA input):
```
! RIJCOSX wB97M-V def2-TZVPD def2/J DEFGRID3
* xyz 0 1
C 2.0368 0.4823 -0.6209
C 0.4631 0.8177 1.1100
C -1.7850 -1.2381 -0.3328
N 0.9619 0.7495 0.0092
O -0.0222 0.8622 2.1648
O -1.1574 -2.2030 -0.3685
O -2.3863 -0.2673 -0.2914
H 1.8890 0.7967 -1.6705
*
```

Here are the Mulliken charges for atoms 1 to 6, given in e: C -0.375; C 0.679; C 0.709; N -0.102; O -0.365; O -0.360



No. 12
An isolated ion of composition C3HNO3S and charge -2 at a distorted geometry, computed with ωB97M-V/def2-TZVPD.

Properties
**Frontier orbital gap**: 5.35 eV
**Energy above the lowest of the compared OMol25 structures with the same formula, charge and spin**: 62.9 kcal per mole
**Calculated total energy**: -793.4745 Eh
**SMILES**: O=C(N[S-])OC#C[O-]

Structure (ORCA input):
```
! RIJCOSX wB97M-V def2-TZVPD def2/J DEFGRID3
* xyz -2 1
O -1.0062 -2.1765 -0.6314
C -0.5467 -1.1697 -0.1911
N -1.0751 -0.0636 0.2784
S -2.7127 0.3750 0.5861
O 0.8607 -1.1367 -0.1063
C 1.2286 0.1482 0.2665
C 1.5126 1.2315 -0.2809
O 2.1226 2.2618 -0.5776
H -0.3838 0.5300 0.6563
*
```

Here are the Mulliken charges for atoms 1 to 6, given in e: O -0.684; C 0.590; N -0.216; S -0.780; O -0.221; C -1.145